{
  "formula": "C12H19KO6PS",
  "method": "the ωB97M-V functional and the def2-TZVPD basis",
  "species": ["C", "C", "C", "O", "O", "C", "C", "C", "C", "C", "C", "C", "O", "O", "C", "O", "O", "C", "P", "S", "H", "H", "H", "H", "H", "H", "H", "H", "H", "H", "H", "H", "H", "H", "H", "H", "H", "H", "H", "K"],
  "positions_angstrom": [[-5.7884, 2.1478, 1.6396], [-5.4560, 2.6319, 0.3707], [-4.4363, 1.9257, -0.6059], [-4.5884, 2.1212, -1.8289], [-3.4551, 1.1757, -0.0976], [-3.0873, 0.0589, -0.9735], [-2.6570, -1.2048, -0.1447], [-1.1784, -1.1004, 0.4033], [-0.1413, -1.9507, -0.4541], [1.2574, -1.1888, -0.5975], [2.1576, -1.6873, 0.5894], [3.5710, -0.9958, 0.6995], [4.4663, -2.0019, 1.1039], [3.3170, 0.1133, 1.6014], [3.0078, 1.2158, 0.8034], [2.4674, 2.1768, 1.1705], [3.3811, 1.0107, -0.5547], [4.1338, -0.1994, -0.5041], [5.9182, 0.4890, -0.3706], [6.4726, 0.9244, 1.4376], [-6.7454, 1.6298, 1.8892], [-5.0669, 2.3291, 2.4740], [-5.9926, 3.5742, 0.0136], [-3.9775, -0.2595, -1.5707], [-2.2532, 0.4125, -1.6309], [-2.6472, -2.0458, -0.8900], [-3.4069, -1.4879, 0.6292], [-0.8513, -0.0408, 0.5267], [-1.1622, -1.5476, 1.4334], [0.1113, -2.9043, 0.0816], [-0.5881, -2.2158, -1.4404], [0.9949, -0.1036, -0.4761], [1.7108, -1.3145, -1.6073], [2.2328, -2.8020, 0.6054], [1.6043, -1.4156, 1.5293], [5.1524, -2.1520, 0.4308], [4.2200, -0.8243, -1.4322], [5.9659, 1.6660, -1.1870], [6.8618, -0.4565, -0.8959], [-5.5249, 4.2968, -2.1706]],
  "lowdin_charge": [0.10, -0.09, -0.47, -0.12, 0.02, -0.13, -0.15, -0.19, -0.18, -0.17, -0.07, -0.48, 0.04, 0.06, -0.53, 0.21, -0.02, -0.38, 0.41, 0.18, 0.10, 0.10, 0.05, 0.13, 0.15, 0.11, 0.12, 0.11, 0.11, 0.11, 0.10, 0.10, 0.11, 0.13, 0.14, 0.11, 0.14, 0.01, -0.02, 1.04],
  "lumo_ev": -4.8105,
  "gap_ev": 5.33,
  "de_lowest_ev": 0.000,
  "e_tot_ha": -2259.20116,
  "multiplicity": 1,
  "total_charge": 1,
  "max_force_ev_per_a": 2.643
}



{
  "formula": "C12H19N",
  "method": "the ωB97M-V functional and the def2-TZVPD basis",
  "species": ["C", "C", "C", "C", "C", "C", "C", "C", "C", "C", "C", "C", "N", "H", "H", "H", "H", "H", "H", "H", "H", "H", "H", "H", "H", "H", "H", "H", "H", "H", "H", "H"],
  "positions_angstrom": [[-2.0643, -0.7461, 0.4206], [-2.9016, -1.6769, 0.0862], [0.6774, -2.0864, 2.4549], [0.0243, -1.0134, 2.2424], [1.5085, -0.0823, -0.2951], [-1.7821, 0.6874, 0.7926], [-0.6734, -0.2341, 0.5450], [-3.6398, 2.3916, 0.2377], [2.8141, -1.2457, -2.2274], [3.5252, 0.7695, -0.9336], [-2.1234, 1.8509, -0.0726], [2.3568, 0.0278, -1.5612], [0.2714, -0.0144, -0.3807], [-2.4298, -2.6226, -0.1660], [-3.9576, -1.5760, -0.0174], [0.7761, -2.4737, 3.4449], [0.8856, -2.8655, 1.6028], [-0.1765, -0.3309, 3.0465], [1.9413, -0.4391, 0.5902], [-1.9321, 1.0034, 1.8630], [-4.2067, 1.5530, 0.5649], [-4.0487, 2.8111, -0.6711], [-3.6849, 3.1416, 1.1068], [3.0307, -2.0753, -1.5053], [2.1088, -1.5294, -3.0448], [3.7891, -1.0585, -2.6160], [3.2006, 1.5485, -0.3046], [4.1524, 0.1239, -0.2513], [4.2695, 1.0910, -1.7112], [-1.5392, 2.6402, 0.3155], [-2.0532, 1.7195, -1.1878], [1.8816, 0.7106, -2.3681]],
  "lowdin_charge": [-0.17, 0.07, -0.09, -0.05, -0.13, -0.24, -0.27, -0.08, -0.08, -0.12, -0.18, -0.40, 0.13, 0.07, 0.05, 0.04, 0.10, 0.06, 0.10, 0.16, 0.04, 0.05, 0.09, 0.10, 0.09, 0.05, 0.06, 0.10, 0.09, 0.08, 0.13, 0.16],
  "lumo_ev": 1.0449,
  "gap_ev": 9.30,
  "de_lowest_ev": 6.640,
  "e_tot_ha": -523.16615,
  "multiplicity": 1,
  "total_charge": 0,
  "max_force_ev_per_a": 5.877
}



{
  "formula": "C12H19N3O3S",
  "method": "the ωB97M-V functional and the def2-TZVPD basis",
  "species": ["C", "C", "C", "C", "N", "C", "C", "O", "N", "C", "C", "C", "C", "S", "N", "O", "O", "C", "C", "H", "H", "H", "H", "H", "H", "H", "H", "H", "H", "H", "H", "H", "H", "H", "H", "H", "H", "H"],
  "positions_angstrom": [[3.7645, 0.4718, 2.0387], [4.0886, -0.3888, 0.8219], [2.8259, -0.8258, 0.0441], [2.8156, -2.3346, -0.1943], [2.6673, -0.1740, -1.2558], [2.4559, 1.2617, -1.1991], [1.0548, 1.5880, -0.6835], [0.8003, 2.6017, -0.0758], [0.1673, 0.6145, -1.0266], [-1.1918, 0.5208, -0.7630], [-1.9045, 1.5434, -0.1338], [-3.2595, 1.3927, 0.0938], [-3.8976, 0.2342, -0.3019], [-5.6309, 0.0318, 0.0295], [-5.5784, -0.6066, 1.5925], [-6.1735, -0.9779, -0.8333], [-6.2675, 1.3148, 0.1001], [-3.2080, -0.7864, -0.9268], [-1.8548, -0.6445, -1.1594], [3.1651, -0.0924, 2.7499], [3.2063, 1.3617, 1.7571], [4.6801, 0.7838, 2.5366], [4.6339, -1.2744, 1.1533], [4.7541, 0.1625, 0.1519], [1.9419, -0.5595, 0.6353], [1.9303, -2.6227, -0.7556], [3.6947, -2.6344, -0.7613], [2.8145, -2.8655, 0.7534], [3.4751, -0.3862, -1.8336], [2.5197, 1.6610, -2.2167], [3.1812, 1.8094, -0.5823], [0.6029, -0.1780, -1.4916], [-1.3886, 2.4402, 0.1666], [-3.8380, 2.1713, 0.5638], [-6.0101, 0.0123, 2.2595], [-5.9887, -1.5255, 1.6284], [-3.7473, -1.6688, -1.2311], [-1.3006, -1.4311, -1.6508]],
  "lowdin_charge": [-0.10, -0.22, -0.41, -0.06, -0.07, -0.12, -0.46, 0.08, 0.13, -0.20, 0.01, -0.04, -0.30, 0.62, -0.06, -0.30, -0.30, -0.06, -0.01, 0.08, 0.07, 0.07, 0.10, 0.11, 0.14, 0.07, 0.08, 0.08, 0.12, 0.14, 0.12, 0.13, 0.10, 0.12, 0.06, 0.06, 0.11, 0.11],
  "lumo_ev": 0.6458,
  "gap_ev": 9.50,
  "de_lowest_ev": 0.179,
  "e_tot_ha": -1256.85623,
  "multiplicity": 1,
  "total_charge": 0,
  "smiles": "CC[C@H](C)NCC(=O)Nc1ccc(S(N)(=O)=O)cc1",
  "max_force_ev_per_a": 0.776
}



{
  "formula": "C12H19NO5",
  "method": "the ωB97M-V functional and the def2-TZVPD basis",
  "species": ["C", "C", "O", "C", "O", "C", "O", "N", "C", "C", "C", "C", "O", "O", "C", "C", "C", "C", "H", "H", "H", "H", "H", "H", "H", "H", "H", "H", "H", "H", "H", "H", "H", "H", "H", "H", "H"],
  "positions_angstrom": [[-3.5739, -0.0607, -0.8044], [-3.2927, 1.1788, 0.0305], [-2.0161, 1.0412, 0.6647], [-1.0745, 1.9197, 0.3745], [-1.2101, 2.8920, -0.3265], [0.2155, 1.5598, 1.1220], [0.1745, 1.2880, 2.3078], [1.3560, 1.6120, 0.4101], [1.4710, 1.7865, -1.0204], [2.2419, 0.6008, -1.6343], [2.2026, -0.5835, -0.6669], [0.7505, -0.9587, -0.3812], [-0.1761, -0.6407, -1.0857], [0.6407, -1.7038, 0.7109], [-0.6758, -2.0841, 1.1250], [-1.2131, -3.2460, 0.3026], [2.9645, -0.2237, 0.6148], [2.5966, 1.2101, 1.0405], [-2.7427, -0.2395, -1.4823], [-3.6926, -0.9311, -0.1643], [-4.4838, 0.0840, -1.3799], [-4.0310, 1.2989, 0.8285], [-3.2754, 2.0791, -0.5919], [1.9958, 2.7280, -1.2174], [0.4792, 1.8549, -1.4597], [1.7846, 0.3247, -2.5835], [3.2830, 0.8679, -1.8185], [2.6630, -1.4639, -1.1278], [-1.3324, -1.2135, 1.0434], [-0.5617, -2.3601, 2.1748], [-2.1795, -3.5502, 0.6942], [-1.3317, -2.9461, -0.7356], [-0.5303, -4.0913, 0.3511], [2.7054, -0.9327, 1.3993], [4.0376, -0.2915, 0.4328], [3.3706, 1.9182, 0.7322], [2.4601, 1.2764, 2.1203]],
  "lowdin_charge": [-0.05, -0.19, 0.00, -0.41, 0.13, -0.36, 0.10, -0.05, -0.12, -0.11, -0.20, -0.46, 0.12, 0.01, -0.19, -0.06, -0.10, -0.11, 0.07, 0.07, 0.08, 0.13, 0.12, 0.13, 0.11, 0.12, 0.12, 0.16, 0.10, 0.13, 0.08, 0.07, 0.08, 0.11, 0.12, 0.13, 0.12],
  "lumo_ev": 0.7577,
  "gap_ev": 10.11,
  "de_lowest_ev": 0.000,
  "e_tot_ha": -899.65365,
  "multiplicity": 1,
  "total_charge": 0,
  "smiles": "CCOC(=O)C(=O)N1CCC(C(=O)OCC)CC1",
  "max_force_ev_per_a": 0.617
}



{
  "formula": "C12H19NSi",
  "method": "the ωB97M-V functional and the def2-TZVPD basis",
  "species": ["C", "C", "C", "C", "C", "C", "C", "C", "C", "C", "C", "C", "N", "Si", "H", "H", "H", "H", "H", "H", "H", "H", "H", "H", "H", "H", "H", "H", "H", "H", "H", "H", "H"],
  "positions_angstrom": [[2.7902, 2.4773, 0.9981], [3.1333, 1.2914, 1.7023], [2.0477, 2.4511, -0.1940], [2.6127, 0.0919, 1.2628], [1.4875, 1.2130, -0.6071], [1.6361, 0.1202, 0.2536], [0.5399, 1.0110, -1.7205], [-0.1540, -0.8353, -1.0144], [1.7189, -2.1358, -0.4437], [-2.9858, 0.8338, -0.8020], [-1.6039, -0.1510, 1.7343], [-3.1089, -2.0524, -0.4895], [0.9003, -1.0652, -0.0472], [-1.8541, -0.5547, -0.1545], [3.0268, 3.3875, 1.5078], [3.6132, 1.6315, 2.6699], [1.6995, 3.3466, -0.7246], [2.9964, -0.8973, 1.6462], [-0.4775, 1.5340, -1.6289], [0.9098, 0.8223, -2.7857], [-0.1119, -1.4227, -1.8591], [1.9903, -2.6387, 0.5155], [1.2551, -2.9151, -1.0141], [2.4984, -1.7720, -1.0099], [-3.0729, 0.8969, -1.8978], [-3.9383, 0.8535, -0.3141], [-2.4479, 1.7408, -0.5268], [-0.5641, -0.3390, 2.1068], [-2.0775, 0.7835, 1.9342], [-2.2442, -0.7018, 2.3931], [-3.8149, -1.7095, -1.1411], [-2.6762, -3.0586, -0.8354], [-3.7240, -2.2373, 0.4858]],
  "lowdin_charge": [-0.10, -0.09, -0.03, -0.03, -0.23, -0.23, 0.01, -0.16, -0.10, -0.21, -0.16, -0.19, -0.22, 0.65, 0.08, 0.12, 0.11, 0.13, 0.07, 0.10, 0.05, 0.11, 0.08, 0.07, 0.04, 0.02, 0.01, 0.04, 0.01, 0.00, -0.05, 0.04, 0.05],
  "lumo_ev": 0.8814,
  "gap_ev": 8.63,
  "de_lowest_ev": 4.242,
  "e_tot_ha": -812.78355,
  "multiplicity": 1,
  "total_charge": 0,
  "max_force_ev_per_a": 5.558
}



{
  "formula": "C12H20BBrO12P",
  "method": "the ωB97M-V functional and the def2-TZVPD basis",
  "species": ["C", "C", "P", "O", "Br", "C", "O", "B", "O", "H", "H", "H", "H", "H", "H", "H", "H", "C", "C", "O", "C", "O", "O", "H", "H", "H", "H", "C", "C", "O", "C", "O", "O", "H", "H", "H", "H", "C", "C", "O", "C", "O", "O", "H", "H", "H", "H"],
  "positions_angstrom": [[-0.4623, 2.0883, -1.2823], [-1.9954, 2.2517, -1.4689], [-2.2251, 4.1395, -1.2063], [-2.7657, 4.6743, -2.6537], [-4.0861, 4.3451, 0.0568], [-2.4670, 1.6717, -2.8655], [-3.3274, 0.6217, -2.5866], [-3.9310, 1.0257, -1.2949], [-2.6927, 1.4827, -0.5381], [0.0886, 3.0334, -1.2908], [-0.2702, 1.5853, -0.3351], [-0.0459, 1.4646, -2.0747], [-3.5347, 4.1636, -2.9501], [-2.9477, 2.4263, -3.5085], [-1.5939, 1.2998, -3.4125], [-4.5158, 0.1080, -0.7264], [-4.6842, 1.9919, -1.5124], [2.9109, 0.0247, 2.8537], [1.4993, 0.5881, 2.8731], [1.2418, 0.8019, 1.4740], [2.0640, 0.0238, 0.7533], [1.9988, -0.1523, -0.4241], [2.9948, -0.5593, 1.5506], [3.0951, -0.7392, 3.6037], [3.6695, 0.8058, 2.9323], [0.7516, -0.1278, 3.2062], [1.3879, 1.5067, 3.4392], [-3.1742, -1.7681, 2.3120], [-2.5684, -0.8475, 1.2603], [-2.0935, 0.2260, 2.0740], [-1.9051, -0.2040, 3.3211], [-1.3363, 0.4493, 4.1439], [-2.4043, -1.4511, 3.4895], [-3.0711, -2.8272, 2.0930], [-4.2198, -1.5314, 2.5139], [-1.7160, -1.2991, 0.7494], [-3.2629, -0.4556, 0.5234], [3.8008, -3.4548, -2.0318], [4.5880, -2.1641, -1.8896], [5.3041, -2.3879, -0.6678], [5.4098, -3.7162, -0.4620], [6.0914, -4.2260, 0.3690], [4.6335, -4.3953, -1.3395], [3.6621, -3.7823, -3.0579], [2.8360, -3.3993, -1.5271], [5.3157, -2.0241, -2.6908], [3.9526, -1.2875, -1.7952]],
  "lowdin_charge": [-0.08, -0.65, 0.61, -0.42, 0.23, -0.22, -0.09, -0.64, -0.16, 0.04, 0.06, 0.07, 0.03, 0.09, 0.11, 0.06, 0.05, -0.11, -0.09, 0.06, -0.57, 0.15, 0.05, 0.13, 0.13, 0.11, 0.14, -0.10, -0.10, 0.07, -0.60, 0.12, 0.05, 0.12, 0.13, 0.14, 0.07, -0.11, -0.11, 0.06, -0.58, 0.15, 0.05, 0.13, 0.13, 0.13, 0.12],
  "lumo_ev": 2.3547,
  "gap_ev": 7.00,
  "e_tot_ha": -4312.52541,
  "multiplicity": 1,
  "total_charge": -1,
  "max_force_ev_per_a": 0.725
}